Record 1
Entry from the OMol25 dataset: a structure of composition C10H16N3O9V at a distorted geometry (ωB97M-V with the def2-TZVPD basis set).

Each line ends with the Mulliken charge.
Geometry (Å):
O 12.30 -30.25 -6.33  -0.65
V 12.17 -31.83 -6.24  1.57
O 13.07 -32.53 -7.36  -0.56
C 9.12 -34.18 -8.02  0.21
C 9.84 -32.87 -7.77  0.02
O 10.18 -32.66 -6.41  -0.85
H 8.19 -34.17 -7.47  0.18
H 9.83 -34.99 -7.83  -0.32
H 8.95 -34.20 -9.10  -0.18
H 9.26 -32.03 -8.16  0.27
H 10.75 -32.95 -8.39  0.29
C 5.50 -35.18 -8.41  -0.79
N 5.20 -36.45 -7.69  0.90
O 5.52 -37.46 -8.29  -0.54
O 4.64 -36.41 -6.62  -0.53
H 4.69 -35.03 -9.12  0.36
H 6.47 -35.33 -8.88  0.25
H 5.53 -34.31 -7.77  0.34
C 11.98 -36.80 -7.02  -0.82
N 12.24 -35.78 -5.97  0.93
O 11.38 -35.58 -5.14  -0.50
O 13.32 -35.21 -6.03  -0.54
H 12.50 -37.69 -6.69  0.30
H 12.31 -36.30 -7.93  0.33
H 10.91 -36.89 -7.18  0.28
C 8.46 -33.00 -11.48  -0.52
C 7.48 -32.60 -10.59  0.12
C 7.15 -31.25 -10.49  -0.34
C 7.72 -30.33 -11.36  -0.02
C 8.70 -30.76 -12.24  -0.32
C 9.14 -32.06 -12.24  -0.58
N 7.19 -28.95 -11.47  0.97
O 6.13 -28.75 -10.91  -0.57
O 7.83 -28.15 -12.11  -0.58
H 8.82 -34.02 -11.55  0.38
H 7.00 -33.34 -9.96  0.30
H 6.42 -30.93 -9.75  0.42
H 9.33 -29.99 -12.66  0.37
H 9.92 -32.35 -12.94  0.41

HOMO level   -9.855 eV
LUMO energy   -2.34 eV
Maximum force   3.7 eV/Å
E   -2175.71315 hartree

---

Record 2
Entry from the OMol25 dataset: a structure of composition C24H50B2Cl28N3O3S at a distorted geometry (ωB97M-V with the def2-TZVPD basis set).

Each line ends with the Mulliken charge.
Geometry (Å):
C 6.19 -1.77 -0.87  -1.66
C 4.89 -1.80 -0.05  0.98
B 3.63 -1.54 -0.95  0.80
O 3.50 -1.90 -2.23  -0.70
N 2.41 -0.85 -0.34  1.19
C 1.51 -1.63 0.41  -0.67
S 1.80 -3.33 0.58  0.01
C 0.55 -0.78 0.86  -0.60
C -0.64 -1.22 1.67  -1.44
C -1.77 -1.72 0.74  1.39
C -3.15 -1.61 1.33  -0.43
O -1.50 -3.08 0.39  -0.49
N 0.87 0.50 0.39  1.17
B 0.12 1.77 0.70  0.02
N -0.58 1.90 1.91  -0.11
O 0.10 2.83 -0.20  -0.60
C 2.01 0.40 -0.36  -0.26
C 2.75 1.48 -1.06  1.80
C 3.09 1.18 -2.54  -1.50
H 6.21 -2.53 -1.65  0.34
H 7.04 -1.95 -0.21  0.45
H 6.35 -0.78 -1.31  0.34
H 4.76 -2.79 0.40  -0.20
H 4.94 -1.04 0.73  -0.37
H 4.11 -2.61 -2.47  0.28
H 0.99 -3.68 1.58  0.17
H -1.00 -0.48 2.38  0.43
H -0.31 -2.07 2.25  0.77
H -1.74 -1.13 -0.18  0.02
H -3.87 -2.02 0.63  -0.17
H -3.22 -2.13 2.29  0.39
H -3.41 -0.56 1.49  -0.42
H -1.42 -3.16 -0.56  0.05
H -0.78 2.86 2.15  0.18
H -0.15 1.41 2.70  0.17
H 0.74 3.50 0.07  -0.56
H 3.65 1.73 -0.49  -0.08
H 2.15 2.37 -1.05  -1.44
H 2.88 2.03 -3.18  0.41
H 4.15 0.92 -2.62  -0.01
H 2.56 0.29 -2.88  0.42
C -6.16 -4.12 1.96  0.06
Cl -5.72 -3.67 0.31  -0.18
Cl -7.33 -3.00 2.66  -0.17
H -6.58 -5.12 1.96  0.20
H -5.26 -4.10 2.57  0.09
C 5.47 1.23 2.65  -0.18
Cl 4.94 2.42 1.46  -0.04
Cl 4.14 0.71 3.71  -0.16
H 5.83 0.35 2.11  -0.05
H 6.26 1.65 3.25  0.45
C -5.49 2.01 2.02  -0.23
Cl -5.88 2.85 0.51  -0.15
Cl -3.75 1.85 2.25  -0.04
H -5.90 2.59 2.85  0.37
H -5.93 1.02 1.99  0.03
C 1.18 4.73 -0.51  1.19
Cl 1.40 5.64 -2.01  -0.20
Cl 2.70 4.12 0.16  -0.13
H 0.71 5.38 0.22  0.16
H 0.55 3.88 -0.73  -0.30
C 1.13 7.64 2.04  -0.36
Cl -0.26 8.05 1.02  -0.07
Cl 0.72 6.43 3.26  -0.15
H 1.91 7.24 1.40  0.26
H 1.47 8.54 2.54  0.35
C -0.43 2.85 -4.46  -0.37
Cl -0.51 2.43 -2.74  0.10
Cl 0.99 2.14 -5.24  -0.15
H -1.32 2.46 -4.94  0.22
H -0.38 3.93 -4.55  0.30
C -3.17 0.42 -2.63  1.61
Cl -3.98 1.38 -3.88  -0.19
Cl -4.21 -0.03 -1.28  -0.10
H -2.79 -0.50 -3.07  -0.52
H -2.36 1.02 -2.24  -0.76
C -6.05 -0.76 5.24  -0.40
Cl -7.13 -0.82 3.84  -0.15
Cl -4.35 -0.62 4.76  -0.09
H -6.31 0.09 5.86  0.34
H -6.17 -1.68 5.80  0.30
C -4.03 -7.04 2.64  -0.10
Cl -3.20 -6.46 4.08  -0.15
Cl -5.77 -7.24 2.90  -0.16
H -3.88 -6.32 1.84  0.11
H -3.61 -8.00 2.36  0.32
C -3.61 9.21 -0.22  -0.17
Cl -4.17 10.87 -0.09  -0.15
Cl -2.29 9.04 -1.38  -0.16
H -3.25 8.89 0.75  0.19
H -4.43 8.58 -0.55  0.28
C 7.83 2.05 -1.37  -0.47
Cl 6.45 2.45 -2.40  -0.10
Cl 7.40 0.83 -0.16  -0.07
H 8.63 1.65 -1.99  0.37
H 8.15 2.94 -0.85  0.33
C -0.98 -3.59 -3.70  -0.20
Cl -1.79 -2.15 -4.33  -0.16
Cl 0.00 -3.20 -2.27  -0.08
H -1.74 -4.31 -3.41  0.36
H -0.34 -3.99 -4.48  -0.01
C -1.59 -5.44 -7.43  -0.25
Cl -3.06 -4.91 -6.61  -0.13
Cl -0.12 -4.81 -6.66  -0.15
H -1.55 -6.52 -7.40  0.28
H -1.62 -5.09 -8.46  0.28
C 4.03 -5.15 3.79  -0.35
Cl 3.03 -3.75 4.22  -0.12
Cl 5.00 -4.85 2.34  -0.13
H 4.70 -5.37 4.61  0.34
H 3.38 -5.99 3.60  0.27

HOMO level   -10.929 eV
Net charge   +1
LUMO energy   -1.76 eV
Maximum force   8.2 eV/Å
E   -14667.50403 hartree

---

Record 3
Entry from the OMol25 dataset: a structure of composition C3H4LiO3Sm at a distorted geometry (ωB97M-V with the def2-TZVPD basis set).

Each line ends with the Mulliken charge.
Geometry (Å):
O -1.09 -0.05 -1.03  -0.46
C 0.32 0.02 -1.13  -0.10
C 0.83 1.35 -1.52  -1.29
H 0.68 -0.30 -0.10  0.32
H 0.60 -0.71 -1.91  0.31
H 0.21 1.99 -2.17  0.53
H 1.91 1.49 -1.54  0.50
Li -3.00 -0.88 -1.39  0.91
O -2.83 0.05 0.31  -0.73
C -1.69 0.49 0.13  0.90
O -1.20 1.53 0.63  -0.62
Sm 0.35 3.11 0.70  1.71

HOMO level (spin up / spin down)   -16.833 / -18.435 eV
Net charge   +2
LUMO energy (spin up / spin down)   -8.37 / -9.32 eV
Expectation value of S²   15.76
Multiplicity   8
Maximum force   3.4 eV/Å
E   -1007.35460 hartree

---

Record 4
Entry from the OMol25 dataset: a structure of composition C31H47IrN3OS3Si2 (ωB97M-V with the def2-TZVPD basis set).

Each line ends with the Mulliken charge.
Geometry (Å):
Ir 0.79 -0.65 -0.79  3.45
C -2.45 3.04 -2.67  -1.11
Si -1.43 2.14 -1.35  0.01
C -2.63 1.90 0.06  -1.03
C -0.13 3.34 -0.72  -0.56
C -0.73 0.46 -1.91  1.82
C -1.69 -0.64 -1.62  -1.98
C -3.06 -0.76 -1.85  -0.69
C -3.72 -1.87 -1.35  -0.89
C -3.03 -2.81 -0.61  -1.21
C -1.67 -2.63 -0.41  -0.03
N -1.03 -1.59 -0.93  -0.10
Si -0.24 0.39 -3.74  0.53
C 0.79 1.90 -4.19  -1.05
C 0.65 -1.24 -4.06  -0.66
C -1.72 0.38 -4.90  -1.30
H -2.98 3.87 -2.21  0.42
H -3.20 2.40 -3.13  0.33
H -1.82 3.45 -3.46  0.31
H -2.74 2.64 0.85  0.52
H -1.24 0.39 1.03  -1.34
H -3.45 1.19 0.04  0.44
H -0.63 4.24 -0.37  0.47
H 0.57 3.64 -1.50  0.42
H 0.41 2.91 0.12  -0.27
H -3.57 0.01 -2.40  0.59
H -4.79 -1.98 -1.52  0.50
H -3.52 -3.68 -0.19  0.49
H -1.10 -3.32 0.19  0.18
H 1.60 2.13 -3.50  0.24
H 0.15 2.79 -4.23  0.23
H 1.22 1.79 -5.19  0.47
H 1.29 -1.55 -3.22  -0.26
H 1.28 -1.20 -4.95  0.46
H -0.08 -2.03 -4.21  0.26
H -2.24 1.34 -4.91  0.32
H -2.45 -0.39 -4.63  0.37
H -1.40 0.18 -5.92  0.41
C 1.80 -2.58 1.40  -0.95
N 2.10 -2.33 -0.03  0.14
C 1.88 -3.57 -0.78  -1.18
C 3.52 -1.92 -0.16  -0.86
C 3.64 -0.42 0.04  -0.81
N 2.78 0.31 -0.92  -0.08
C 3.35 0.16 -2.28  -1.02
C 2.85 1.74 -0.59  -0.52
H 2.43 -3.38 1.79  0.46
H 0.75 -2.86 1.50  -0.16
H 1.96 -1.67 1.99  0.19
H 2.54 -4.36 -0.41  0.39
H 2.09 -3.40 -1.83  0.40
H 0.85 -3.90 -0.68  0.22
H 3.87 -2.20 -1.15  0.50
H 4.14 -2.46 0.56  0.51
H 4.68 -0.09 -0.07  0.54
H 3.31 -0.15 1.04  0.09
H 4.40 0.49 -2.28  0.38
H 2.79 0.77 -2.98  0.14
H 3.30 -0.87 -2.62  0.28
H 3.89 2.08 -0.59  0.48
H 2.42 1.91 0.39  -0.10
H 2.29 2.31 -1.32  -0.17
O -0.63 -0.20 1.51  1.45
C -0.72 0.20 2.89  3.49
C -2.19 0.23 3.27  -1.09
C -3.18 -0.47 2.63  -0.41
C -4.42 -0.41 3.30  -0.87
C -4.35 0.31 4.45  -0.65
S -2.78 0.92 4.73  -0.02
C -0.01 1.53 3.03  -0.18
C 1.32 1.72 2.79  -0.94
C 1.72 3.08 2.89  -0.97
C 0.68 3.89 3.20  -0.54
S -0.78 3.03 3.37  -0.04
C -0.06 -0.89 3.70  -0.72
C 0.96 -0.82 4.59  -0.18
C 1.26 -2.07 5.20  -0.87
C 0.43 -3.06 4.78  -0.56
S -0.73 -2.48 3.65  -0.04
H -3.01 -1.02 1.72  0.35
H -5.33 -0.88 2.95  0.43
H -5.14 0.53 5.15  0.52
H 1.99 0.90 2.56  0.64
H 2.73 3.43 2.76  0.43
H 0.69 4.96 3.35  0.50
H 1.49 0.09 4.82  0.66
H 2.04 -2.22 5.93  0.46
H 0.42 -4.09 5.07  0.50

HOMO level (spin up / spin down)   -8.851 / -9.054 eV
Net charge   +1
LUMO energy (spin up / spin down)   -5.20 / -5.27 eV
Maximum force   0.9 eV/Å
E   -3326.52767 hartree